Density functional theory data (wB97M-V/def2-TZVPD) for C15H25NO6S in the gas phase.

SMILES = C=CCOC(=O)CSC[C@H](NC(=O)OC(C)(C)C)C(=O)OCC
Relative energy (zero: lowest compared OMol25 entry of this formula, charge and spin) = 4.2 kcal per mole
Kohn-Sham gap = 9.498 eV
LUMO energy = 0.75 eV

Element x y z (Å)
C1 2.769 1.063 6.594
C2 2.454 0.953 5.318
C3 2.465 2.098 4.352
O1 3.279 1.799 3.211
C4 2.687 1.224 2.166
O2 1.513 0.966 2.107
C5 3.686 0.964 1.067
S1 3.512 -0.730 0.418
C6 2.409 -0.487 -1.005
C7 0.943 -0.263 -0.638
N1 0.087 -0.637 -1.742
C8 -0.909 -1.557 -1.623
O3 -1.085 -2.239 -0.647
O4 -1.614 -1.580 -2.766
C9 -2.714 -2.510 -2.931
C10 -3.802 -2.227 -1.896
C11 -3.228 -2.227 -4.343
C12 -2.212 -3.949 -2.821
C13 0.652 1.207 -0.307
O5 1.396 2.120 -0.571
O6 -0.562 1.331 0.193
C14 -1.009 2.646 0.525
C15 -1.596 3.354 -0.687
H1 2.736 0.218 7.259
H2 3.063 2.005 7.027
H3 2.163 0.005 4.888
H4 2.898 2.995 4.799
H5 1.443 2.301 4.005
H6 3.502 1.656 0.244
H7 4.700 1.076 1.444
H8 2.793 0.348 -1.593
H9 2.498 -1.411 -1.577
H10 0.647 -0.886 0.212
H11 0.113 -0.084 -2.584
H12 -3.423 -2.411 -0.895
H13 -4.123 -1.189 -1.965
H14 -4.656 -2.874 -2.077
H15 -3.550 -1.192 -4.423
H16 -2.438 -2.400 -5.069
H17 -4.067 -2.878 -4.569
H18 -1.410 -4.121 -3.535
H19 -1.839 -4.140 -1.819
H20 -3.026 -4.637 -3.033
H21 -0.164 3.213 0.928
H22 -1.762 2.499 1.302
H23 -1.994 4.320 -0.389
H24 -0.826 3.508 -1.439
H25 -2.397 2.758 -1.117

Density functional theory data (wB97M-V/def2-TZVPD) for C20H24N2O3S in the gas phase in a non-equilibrium geometry.

SMILES = CCOc1ccc(CSc2nc(C)cc(COC)c2C#N)cc1OCC
Relative energy (zero: lowest compared OMol25 entry of this formula, charge and spin) = 74.5 kcal per mole
Kohn-Sham gap = 8.489 eV
LUMO energy = 0.38 eV

Element x y z (Å)
C1 7.727 1.371 -0.981
C2 6.426 0.583 -0.941
O1 5.483 1.364 -0.236
C3 4.233 0.859 0.002
C4 3.804 -0.369 -0.486
C5 2.524 -0.837 -0.251
C6 1.631 -0.083 0.493
C7 0.239 -0.557 0.733
S1 -0.848 0.010 -0.643
C8 -2.372 -0.648 -0.101
N1 -2.381 -1.329 1.031
C9 -3.519 -1.844 1.478
C10 -3.449 -2.603 2.763
C11 -4.719 -1.687 0.792
C12 -4.736 -0.979 -0.401
C13 -6.027 -0.787 -1.157
O2 -6.896 -1.889 -1.066
C14 -6.468 -2.999 -1.818
C15 -3.534 -0.445 -0.875
C16 -3.469 0.267 -2.088
N2 -3.420 0.835 -3.085
C17 2.056 1.138 0.994
C18 3.339 1.627 0.776
O3 3.562 2.860 1.313
C19 4.866 3.318 1.622
C20 5.539 2.484 2.707
H1 8.075 1.568 0.030
H2 7.570 2.320 -1.486
H3 8.485 0.804 -1.515
H4 6.581 -0.378 -0.430
H5 6.071 0.388 -1.962
H6 4.472 -0.974 -1.078
H7 2.224 -1.791 -0.658
H8 -0.186 -0.145 1.647
H9 0.169 -1.643 0.749
H10 -3.798 -3.624 2.618
H11 -4.088 -2.133 3.510
H12 -2.426 -2.619 3.126
H13 -5.634 -2.112 1.172
H14 -6.574 0.054 -0.714
H15 -5.814 -0.543 -2.209
H16 -6.372 -2.742 -2.879
H17 -7.231 -3.765 -1.696
H18 -5.505 -3.383 -1.461
H19 1.388 1.755 1.574
H20 4.699 4.337 1.983
H21 5.492 3.357 0.727
H22 4.900 2.425 3.585
H23 5.731 1.476 2.348
H24 6.484 2.943 2.987